Record 1
The following is a DFT calculation (the ωB97M-V functional and the def2-TZVPD basis) of a cluster of 2 separate species, C2H8N2OS2 in total in a non-equilibrium geometry.

Last column: Löwdin charge in e.
CARTESIAN COORDINATES (ANGSTROEM)
1 N 2.982 -0.707 -0.246  0.1499
2 C 2.185 -0.058 -1.164  -0.6811
3 N 1.334 -0.950 -1.839  0.1078
4 O 2.234 1.131 -1.360  0.0453
5 H 3.752 -0.196 0.157  0.1028
6 H 3.112 -1.692 -0.351  0.0869
7 H 0.495 -1.264 -1.378  0.0193
8 H 1.147 -0.571 -2.761  0.0935
9 C -0.298 1.202 1.245  -0.4511
10 S -1.004 -0.362 0.624  0.3554
11 S -3.020 0.045 0.828  0.3089
12 H -0.965 2.015 0.979  0.0204
13 H 0.671 1.352 0.770  0.0108
14 H -0.144 1.135 2.319  0.0289
15 H -3.240 -0.447 2.060  -0.1977

The strongest force on any atom is 1.100 eV Å⁻¹. The value obtained for the energy above the lowest of the compared OMol25 structures with the same formula, charge and spin is 18.7 kJ/mol. The value obtained for the total energy is -28902.721 eV. The LUMO energy is 0.54 eV. The orbital gap is 9.8 eV.

=====

Record 2
The following is a DFT calculation (the ωB97M-V functional and the def2-TZVPD basis) of the ion C2H8N2P with charge +1 in a non-equilibrium geometry.

Last column: Mulliken spin population.
CARTESIAN COORDINATES (ANGSTROEM)
1 C -0.054 -1.179 0.137  0.0316
2 C -0.430 1.179 0.165  0.2423
3 N 0.756 -0.713 -0.953  0.2405
4 N -0.066 0.000 1.050  0.0179
5 P 0.603 0.921 -1.504  1.3982
6 H -1.089 -1.412 -0.235  0.0025
7 H 0.528 -2.016 0.652  0.0014
8 H -1.433 1.089 -0.298  -0.0197
9 H -0.004 2.053 0.633  -0.0114
10 H 1.663 -1.042 -0.752  -0.0261
11 H -0.682 0.072 1.805  0.0050
12 H 0.825 0.181 1.510  -0.0067
13 H -0.617 0.867 -2.210  0.1246

As for the net charge: +1. The strongest force on any atom is 2.598 eV Å⁻¹. The value obtained for the energy above the lowest of the compared OMol25 structures with the same formula, charge and spin is 167.3 kJ/mol. The value obtained for the total energy is -14459.826 eV. The LUMO energy (alpha / beta) is -3.70 / -7.54 eV. As for the spin multiplicity: 3. The orbital gap (alpha / beta) is 5.7 / 7.0 eV. As for the expectation value of S²: 2.003.

=====

Record 3
The following is a DFT calculation (the ωB97M-V functional and the def2-TZVPD basis) of a cluster of 2 separate species, C2H8N2P2 in total in a non-equilibrium geometry.

Last column: Löwdin charge in e.
CARTESIAN COORDINATES (ANGSTROEM)
1 C -2.852 0.615 0.264  -0.3937
2 C -0.498 -0.634 -0.814  -0.5012
3 N 0.721 -0.985 -0.105  -0.0331
4 N 1.475 0.781 0.233  -0.4276
5 P -1.278 0.889 0.005  0.8862
6 P 3.106 0.664 0.458  0.6759
7 H -3.516 1.148 0.930  -0.0133
8 H -3.426 -0.254 -0.013  -0.0121
9 H -0.301 -0.469 -1.846  0.0472
10 H -1.280 -1.462 -0.620  0.0992
11 H 0.469 -1.147 0.864  0.0415
12 H 1.007 1.427 -0.349  -0.0845
13 H 2.781 -0.201 1.408  -0.1586
14 H 3.592 -0.372 -0.416  -0.1258

The strongest force on any atom is 3.796 eV Å⁻¹. The value obtained for the energy above the lowest of the compared OMol25 structures with the same formula, charge and spin is 377.6 kJ/mol. The value obtained for the total energy is -23756.232 eV. The LUMO energy is 0.04 eV. The orbital gap is 8.7 eV.

=====

Record 4
The following is a DFT calculation (the ωB97M-V functional and the def2-TZVPD basis) of a cluster of 2 separate species, C2H8N2PS in total in a non-equilibrium geometry.

Last column: Löwdin charge in e.
CARTESIAN COORDINATES (ANGSTROEM)
1 C 1.278 0.790 0.913  -0.3546
2 C -0.940 1.366 -0.370  -0.4292
3 N 0.811 -2.069 -0.144  -0.5034
4 N -2.155 1.680 -0.766  0.0739
5 P 0.145 -3.124 -1.139  0.7623
6 S -0.348 0.115 0.624  1.0096
7 H 1.584 1.466 0.091  0.0617
8 H 2.059 0.001 1.050  0.0594
9 H 1.468 1.283 1.881  0.0675
10 H -0.107 1.990 -0.729  0.0997
11 H -2.987 1.039 -0.793  0.1557
12 H 1.222 -2.603 0.616  -0.0333
13 H -2.542 2.594 -0.527  0.1439
14 H 0.514 -4.530 -0.709  -0.1132

As for the net charge: +1. The strongest force on any atom is 3.014 eV Å⁻¹. The value obtained for the energy above the lowest of the compared OMol25 structures with the same formula, charge and spin is 276.0 kJ/mol. The value obtained for the total energy is -25298.518 eV. The LUMO energy is -4.96 eV. The orbital gap is 8.3 eV.

=====

Record 5
The following is a DFT calculation (the ωB97M-V functional and the def2-TZVPD basis) of a cluster of 2 separate species, C2H8N2S2 in total.

Last column: Löwdin charge in e.
CARTESIAN COORDINATES (ANGSTROEM)
1 H 1.629 -0.324 2.448  0.0353
2 N 1.358 -0.588 1.506  0.0714
3 C 0.112 -0.808 1.442  -0.3572
4 N -0.478 -1.286 0.301  -0.0806
5 C -1.770 -0.736 -0.095  -0.1177
6 H -0.586 -0.688 2.274  0.1241
7 H 0.191 -1.381 -0.451  0.0910
8 H -2.153 -1.291 -0.948  0.0797
9 H -2.495 -0.871 0.711  0.0789
10 H -1.717 0.332 -0.330  0.0610
11 S 0.811 1.047 -2.058  0.2159
12 S 2.170 2.578 -2.291  0.2303
13 H 1.378 0.511 -0.964  -0.2255
14 H 1.550 3.505 -1.543  -0.2067

The strongest force on any atom is 0.294 eV Å⁻¹. The value obtained for the energy above the lowest of the compared OMol25 structures with the same formula, charge and spin is 40.2 kJ/mol. The value obtained for the total energy is -26854.027 eV. The LUMO energy is 0.47 eV. The orbital gap is 9.8 eV.

=====

Record 6
The following is a DFT calculation (the ωB97M-V functional and the def2-TZVPD basis) of a cluster of 2 separate species, C2H8N2S2 in total in a non-equilibrium geometry.

Last column: Löwdin charge in e.
CARTESIAN COORDINATES (ANGSTROEM)
1 H -0.560 -0.422 1.120  -0.0347
2 N 0.013 -0.267 1.898  0.0412
3 C 0.508 0.944 2.044  -0.3229
4 N -0.028 1.959 1.268  0.0407
5 H 0.984 1.120 3.054  0.1263
6 H -0.732 2.058 0.560  0.0835
7 H 0.366 2.855 1.500  0.0707
8 C -0.324 -2.152 -1.586  -0.5016
9 S -1.040 -0.477 -1.951  0.2978
10 S 0.686 0.567 -2.372  0.2891
11 H 0.552 -2.082 -0.896  0.0238
12 H -0.049 -2.744 -2.558  0.0631
13 H -1.086 -2.648 -0.873  0.0480
14 H 0.710 1.288 -1.208  -0.2251

The strongest force on any atom is 5.830 eV Å⁻¹. The value obtained for the energy above the lowest of the compared OMol25 structures with the same formula, charge and spin is 124.1 kJ/mol. The value obtained for the total energy is -26853.158 eV. The LUMO energy is 0.52 eV. The orbital gap is 9.6 eV.